Entry 1:
Here is a 18-piece molecular cluster, C22H80N32O18 overall from the Open Molecules 2025 dataset. Energies are from ωB97M-V/def2-TZVPD.

For the HOMO energy, the calculation gives -8.7 eV. Its orbital gap is 8.678 eV. Its maximum force is 9.292 eV/Å.

The geometry in ORCA input format:
```
! wB97M-V def2-TZVPD RIJCOSX def2/J DEFGRID3
* xyz 0 1
C -28.811 15.382 16.695
C -30.174 14.784 16.194
C -29.964 14.365 14.703
O -30.650 13.811 17.117
H -28.039 14.625 16.836
H -28.953 15.758 17.708
H -28.530 16.346 16.274
H -30.967 15.529 16.121
H -29.597 15.205 14.114
H -30.766 13.907 14.124
H -29.198 13.592 14.766
H -31.608 13.839 17.075
C -21.947 21.062 15.298
C -22.483 22.401 14.889
C -22.817 23.225 16.151
O -21.534 22.953 14.032
H -22.584 20.354 15.827
H -21.216 21.099 16.105
H -21.566 20.543 14.419
H -23.312 21.985 14.318
H -22.114 23.014 16.957
H -23.848 23.158 16.498
H -22.814 24.275 15.861
H -22.007 23.253 13.253
C -29.479 24.342 20.082
O -28.842 23.392 20.120
N -29.493 25.219 19.130
N -30.327 24.649 21.002
H -30.009 26.047 19.391
H -28.837 25.169 18.363
H -30.893 25.485 20.968
H -30.345 23.994 21.771
C -27.505 23.397 23.635
O -27.659 23.670 24.835
N -28.212 22.518 22.952
N -26.740 24.169 22.843
H -28.338 22.628 21.956
H -28.955 22.080 23.478
H -26.200 24.902 23.280
H -26.824 24.172 21.837
C -25.668 19.189 18.025
O -24.820 19.918 17.563
N -26.273 18.316 17.354
N -26.099 19.348 19.267
H -26.945 17.779 17.882
H -26.115 18.248 16.359
H -26.911 18.781 19.467
H -25.662 20.021 19.881
C -25.896 19.719 24.189
O -25.602 18.534 24.011
N -25.898 20.460 23.121
N -26.220 20.266 25.239
H -26.180 21.429 23.112
H -25.853 19.908 22.276
H -26.417 19.598 25.970
H -26.452 21.243 25.343
C -24.178 21.760 20.430
O -25.378 21.775 20.397
N -23.477 21.463 19.395
N -23.411 21.775 21.549
H -23.987 21.334 18.533
H -22.468 21.464 19.358
H -22.690 21.068 21.584
H -24.052 21.998 22.296
C -22.735 19.541 12.061
O -21.832 20.215 11.625
N -22.535 18.488 12.783
N -24.036 19.652 11.963
H -23.324 18.078 13.262
H -21.641 18.021 12.833
H -24.599 20.381 11.549
H -24.552 19.029 12.568
C -25.059 16.701 14.389
O -24.876 17.815 14.172
N -24.133 15.999 14.969
N -26.134 16.074 14.033
H -23.420 16.497 15.483
H -24.302 15.029 15.198
H -26.158 15.083 14.229
H -26.857 16.499 13.470
C -27.216 22.665 17.124
O -27.932 23.525 16.710
N -27.086 22.305 18.336
N -26.350 22.050 16.362
H -26.209 21.861 18.570
H -27.498 22.989 18.954
H -26.425 22.120 15.357
H -25.839 21.323 16.842
C -30.733 17.887 23.845
O -31.468 18.756 23.429
N -30.036 17.061 23.186
N -30.246 17.951 25.079
H -29.989 17.046 22.177
H -29.449 16.410 23.687
H -29.377 17.439 25.135
H -30.329 18.870 25.489
C -29.396 19.155 18.903
O -29.671 17.993 19.146
N -28.982 20.025 19.819
N -29.315 19.484 17.654
H -29.289 19.713 20.729
H -28.652 20.960 19.629
H -28.535 20.054 17.362
H -29.763 18.930 16.937
C -26.374 14.917 19.451
O -26.254 15.524 20.449
N -25.575 14.894 18.429
N -27.394 14.142 19.332
H -25.719 14.059 17.880
H -24.734 15.454 18.409
H -28.075 14.313 20.058
H -27.507 13.579 18.501
C -21.702 15.791 17.924
O -21.552 15.148 16.899
N -22.048 15.275 19.015
N -21.689 17.041 18.083
H -22.279 15.932 19.747
H -22.187 14.275 19.019
H -21.344 17.430 18.949
H -21.589 17.677 17.305
C -32.355 18.471 16.521
O -31.242 18.549 15.954
N -32.524 18.263 17.820
N -33.452 18.584 15.878
H -31.709 18.224 18.415
H -33.298 17.664 18.069
H -34.284 18.538 16.449
H -33.431 18.952 14.937
C -22.948 18.291 21.418
O -22.400 18.618 20.408
N -24.173 17.743 21.261
N -22.511 18.411 22.649
H -24.770 17.487 22.034
H -24.484 17.685 20.302
H -23.235 18.198 23.320
H -21.699 18.968 22.875
C -28.620 18.959 13.375
O -28.204 18.852 12.229
N -29.424 18.103 13.921
N -28.404 19.940 14.215
H -29.986 18.245 14.748
H -29.802 17.388 13.317
H -27.838 19.731 15.024
H -28.106 20.787 13.754
C -24.288 25.405 19.927
O -23.440 24.820 20.690
N -25.025 26.304 20.365
N -24.348 25.340 18.616
H -25.613 26.784 19.699
H -24.766 26.556 21.308
H -25.045 25.837 18.080
H -23.706 24.643 18.265
*
```

Entry 2:
Here is C23H10ClF5N2O2OsS as an isolated structure from the Open Molecules 2025 dataset. Energies are from ωB97M-V/def2-TZVPD.

For the HOMO energy (alpha / beta), the calculation gives -8.9 / -11.5 eV. The expectation value of S² is 8.822. Its orbital gap (alpha / beta) is 4.757 / 5.141 eV. Its maximum force is 4.231 eV/Å. The value obtained for the energy above the lowest of the compared OMol25 structures with the same formula, charge and spin is 0.0 kJ/mol.

The geometry in ORCA input format:
```
! wB97M-V def2-TZVPD RIJCOSX def2/J DEFGRID3
* xyz 1 6
Os -0.955 -0.032 -0.390
Cl -0.334 6.186 3.495
C -0.552 4.872 2.415
C -0.799 5.180 1.088
C -0.892 4.166 0.114
C -0.790 2.857 0.522
O -0.867 1.893 -0.407
C -0.576 2.572 1.888
C -0.296 1.182 2.318
N -0.430 0.082 1.629
C 0.016 -1.135 2.187
C 0.481 -1.333 3.468
C 0.894 -2.637 3.866
C 0.848 -3.722 3.007
C 0.403 -3.525 1.679
C 0.236 -4.543 0.712
C -0.292 -4.277 -0.532
C -0.653 -2.936 -0.841
N -0.498 -1.951 -0.005
C -0.040 -2.243 1.292
C -0.475 3.567 2.816
H -0.945 6.233 0.806
H -1.095 4.440 -0.902
H -0.021 1.032 3.357
H 0.483 -0.535 4.176
H 1.186 -2.858 4.877
H 1.132 -4.696 3.379
H 0.547 -5.560 0.965
H -0.343 -4.956 -1.396
H -1.013 -2.674 -1.825
H -0.263 3.330 3.882
F 2.975 0.685 -6.024
C 2.000 0.535 -5.092
C 0.755 0.055 -5.482
F 0.407 0.001 -6.806
C -0.180 -0.223 -4.509
F -1.453 -0.574 -4.797
C 0.096 -0.050 -3.182
O -0.911 -0.317 -2.299
C 1.343 0.429 -2.838
F 1.677 0.703 -1.510
C 2.316 0.675 -3.758
F 3.551 1.033 -3.366
S -3.681 -0.710 1.658
C -2.994 -0.222 0.365
*
```